Density functional theory data (ωB97M-V/def2-TZVPD) for one molecule with the formula C11H13F3N2O3S.

Last column: natural (NBO) charge in e.
Positions of all 33 atoms, in Å:
S  -0.515  1.651  2.587  0.373
F  0.575  0.741  5.495  -0.307
F  0.974  2.830  5.108  -0.312
F  2.710  1.312  5.149  -0.305
O  -2.713  -0.758  -1.754  -0.513
O  3.018  -1.153  0.412  -0.549
O  1.270  -0.506  -1.018  -0.522
N  1.847  0.671  2.495  -0.359
N  -0.952  0.444  0.205  -0.512
C  -2.118  0.499  -2.000  -0.081
C  -1.960  -1.476  -0.692  -0.070
C  1.304  0.243  1.271  -0.035
C  -1.362  1.329  -0.923  -0.215
C  -1.841  -0.688  0.643  -0.234
C  1.368  1.565  4.814  0.958
C  0.993  1.233  3.368  -0.061
C  1.912  -0.624  0.213  0.762
C  0.016  0.786  1.104  0.110
C  1.129  -0.929  -3.397  -0.647
C  1.752  -1.273  -2.107  -0.079
H  0.110  -1.347  -3.678  0.222
H  2.806  -1.044  -2.107  0.201
H  -2.791  -0.359  0.928  0.192
H  -2.909  1.162  -2.181  0.191
H  1.607  -2.301  -1.754  0.186
H  -2.522  -2.390  -0.478  0.189
H  0.878  0.095  -3.246  0.221
H  -1.381  0.421  -2.893  0.159
H  1.866  -1.027  -4.274  0.234
H  -1.477  -1.280  1.489  0.228
H  -1.011  -1.754  -1.054  0.178
H  -0.477  1.879  -1.269  0.228
H  -2.108  2.051  -0.456  0.169

Highest occupied orbital energy = -8.783 eV
SMILES string = CCOC(=O)c1nc(C(F)(F)F)sc1N1CCOCC1
Kohn-Sham gap = 8.694 eV
Relative energy (zero: lowest compared OMol25 entry of this formula, charge and spin) = 12.97 kcal per mole
Total charge = 0
Energy = -39725.2575 eV